This record from the Open Molecules 2025 dataset describes an isolated ion of composition C6H12ClN3S and charge +2 at a distorted geometry. The level of theory is wB97M-V/def2-TZVPD.

```
23
Properties=species:S:1:pos:R:3:lowdin_spin:R:1
C -0.94 1.75 1.15 0.144
C 0.66 1.15 -0.60 0.457
C -1.85 2.83 1.55 0.022
C -0.29 -2.36 -1.39 0.030
C 2.04 -2.11 -0.43 0.028
C 0.89 -1.42 -1.14 0.037
N 0.42 -0.33 -0.29 0.448
N -1.04 0.54 1.61 0.147
N 0.04 2.04 0.23 0.069
S 0.12 -0.74 1.35 0.434
Cl 1.40 1.64 -1.99 0.155
H -2.57 3.06 0.76 0.008
H -1.30 3.76 1.73 0.005
H -2.41 2.58 2.45 0.001
H -0.62 -2.84 -0.47 0.004
H -1.13 -1.83 -1.84 0.000
H 0.03 -3.14 -2.07 0.002
H 1.73 -2.49 0.55 0.000
H 2.89 -1.45 -0.30 0.000
H 2.37 -2.97 -1.01 0.003
H 1.22 -0.99 -2.09 0.000
H -1.80 0.31 2.26 0.005
H 0.15 3.02 -0.02 0.000
```

## Properties
<S²> = 2.01
Kohn-Sham gap (alpha / beta) = 7.207 / 7.456 eV
total charge = +2
spin multiplicity = 3